(1)
21
Properties=species:S:1:pos:R:3:forces:R:3:nbo_charge:R:1 method="wB97M-V/def2-TZVPD" mol_weight_g_mol=131.13 homo_energy_ev=-9.246 energy_ha=-514.9223 fmax_ha_per_bohr=0.111 smiles="NCC=O.O.O.O.O" de_lowest_kj_mol=194.8 homo_lumo_gap_ev=9.91 total_charge=0
H -0.133 -1.804 -1.906 -1.148 0.557 -0.238 0.50
O -1.834 1.402 -0.700 -0.890 -5.605 0.450 -0.96
N -0.610 0.370 2.225 0.946 -0.119 -1.915 -0.87
H 1.231 -2.194 -1.925 0.937 -0.288 -0.062 0.47
H -1.810 0.941 0.181 0.103 0.898 -0.795 0.51
H 0.519 -3.020 1.167 -0.082 0.967 0.223 0.47
C 0.823 1.599 0.553 0.474 -0.169 1.166 0.45
H -0.538 -0.623 2.216 -0.207 -0.886 -0.072 0.41
H 1.645 0.351 1.937 -1.150 -1.141 0.412 0.22
O -0.842 -0.192 -2.574 1.487 -0.169 1.482 -0.99
O 0.457 -2.043 1.076 0.091 -1.391 2.170 -0.99
H -1.439 -0.260 -3.280 -1.347 -0.017 -1.332 0.47
C 0.692 0.919 1.958 2.778 2.228 -0.283 -0.34
O 0.408 -2.523 -1.572 0.214 -0.089 -0.057 -0.97
H 0.306 2.544 0.518 -0.747 0.859 -0.420 0.07
H 0.459 -1.980 0.140 -0.021 0.283 -2.035 0.49
H 1.030 1.726 2.727 -1.082 -0.855 -1.240 0.19
H -1.000 0.705 3.047 -0.684 0.565 1.731 0.37
O 1.542 1.261 -0.349 -0.264 -0.302 0.438 -0.51
H -1.209 0.407 -1.889 -0.003 -0.051 -0.415 0.51
H -1.731 2.279 -0.611 0.596 4.726 0.792 0.48

(2)
21
Properties=species:S:1:pos:R:3:forces:R:3:mulliken_spin:R:1 method="wB97M-V/def2-TZVPD" mol_weight_g_mol=131.13 homo_energy_ev="-13.050 / -13.050" energy_ha=-514.5848 multiplicity=2 fmax_ha_per_bohr=0.046 de_lowest_kj_mol=194.1 homo_lumo_gap_ev="8.85 / 4.02" total_charge=+1
O 0.631 -0.141 2.244 1.023 -0.621 2.041 0.00
O -0.687 -2.656 -0.956 -0.203 -0.546 0.268 0.86
N -0.462 -0.816 -2.224 -0.364 -1.279 0.293 0.05
C -0.002 -1.926 -1.700 0.198 1.257 -0.920 0.00
H 1.386 2.044 2.458 0.265 0.530 -0.360 0.00
O 0.702 2.512 2.950 0.223 -1.341 0.991 0.00
H 1.043 -2.277 -1.852 0.157 0.171 0.079 0.07
H -2.515 -1.227 -2.720 0.167 -0.338 -0.209 0.00
H 0.458 1.736 3.499 -0.094 0.946 0.036 0.00
O 2.565 -1.712 -0.804 -1.047 0.230 -1.315 0.02
H 0.099 -0.242 -2.847 0.039 -0.302 0.171 0.00
C -1.911 -0.598 -2.081 -0.197 1.615 -0.090 0.01
H -2.199 -0.725 -1.044 0.053 -0.207 0.265 0.01
H -2.121 0.448 -2.326 0.061 -0.253 -0.005 0.00
H 0.650 0.032 1.321 -1.116 0.074 -0.964 0.00
H 2.153 -2.079 -0.015 1.434 0.179 0.536 0.00
O -1.101 2.988 1.139 -0.834 -0.475 -1.411 0.00
H 3.500 -1.466 -0.844 -0.333 -0.472 0.988 0.00
H -0.174 -0.437 2.694 0.031 0.167 -1.230 0.00
H -1.373 3.911 1.197 0.390 -0.435 0.610 0.00
H -0.642 2.629 1.912 0.148 1.100 0.225 0.00

(3)
20
Properties=species:S:1:pos:R:3:forces:R:3:nbo_charge:R:1 method="wB97M-V/def2-TZVPD" mol_weight_g_mol=133.19 homo_energy_ev=-3.290 energy_ha=-783.1625 fmax_ha_per_bohr=0.090 de_lowest_kj_mol=155.5 homo_lumo_gap_ev=6.54 total_charge=-1
H 4.077 2.874 -1.127 0.714 0.434 -0.474 0.51
H 5.227 2.996 -2.229 -0.846 0.459 1.131 0.46
H -2.124 -2.534 3.095 -0.054 -0.391 0.614 0.18
H -1.488 -1.078 2.403 0.336 2.808 0.437 0.20
O 2.505 1.681 0.016 1.397 2.446 1.761 -0.97
H 2.035 2.114 0.756 1.108 0.474 -0.081 0.46
H -0.268 -0.576 -0.384 0.211 -0.461 -1.231 0.50
H 1.765 1.174 -0.175 -2.336 -2.951 -1.816 0.50
C -2.617 -2.283 0.989 -2.041 2.420 0.671 -0.48
H 0.898 -0.500 -1.666 -1.356 -0.045 2.565 0.47
H -2.866 -3.301 0.866 0.621 -1.564 -0.400 0.17
S -2.082 -1.480 -0.641 -0.643 -0.759 1.454 -0.69
H -0.747 -2.544 1.869 -0.650 0.376 1.058 0.20
C -1.704 -2.059 2.232 0.599 -3.314 -3.170 -0.62
H -0.656 1.358 -1.863 -1.893 0.654 0.915 0.47
O 0.667 -0.327 -0.689 1.487 0.607 -1.523 -1.07
O -1.507 1.799 -1.548 2.403 0.452 -0.810 -0.97
H -3.691 -1.965 1.305 1.499 0.355 -0.656 0.15
O 4.776 3.474 -1.489 -0.028 -0.987 -0.541 -0.97
H -2.200 1.179 -1.720 -0.528 -1.013 0.096 0.48

(4)
35
Properties=species:S:1:pos:R:3:forces:R:3:mulliken_spin:R:1 method="wB97M-V/def2-TZVPD" mol_weight_g_mol=409.60 homo_energy_ev="-3.419 / -3.492" energy_ha=-3449.1157 multiplicity=4 fmax_ha_per_bohr=0.024 homo_lumo_gap_ev="7.94 / 8.01" total_charge=-2
O -0.716 0.652 -2.016 0.208 -0.210 0.196 0.01
H -2.590 -3.182 0.481 0.279 -0.254 -0.001 0.01
O 2.804 2.589 -0.928 0.326 0.119 -0.005 0.00
C 2.030 -1.598 3.404 0.129 -0.119 0.255 0.00
H -2.494 1.158 1.954 -0.079 -0.255 0.105 0.00
O 0.988 -1.886 -0.662 -0.065 0.322 0.316 0.01
O 1.043 -3.767 -2.078 0.036 0.056 -0.028 0.00
H -0.720 1.038 1.143 0.996 0.149 0.376 0.02
N 0.691 -1.060 3.060 -0.054 -0.114 0.293 0.00
O -0.212 0.548 -4.321 0.039 -0.032 -0.002 0.00
H -0.260 2.857 -1.113 0.040 0.043 0.165 0.00
B -2.397 -1.997 0.339 -0.857 -0.206 0.338 0.04
H 2.387 -1.055 4.274 0.028 0.091 -0.067 0.00
H -1.967 2.447 0.537 0.259 0.227 -0.055 0.00
Cl 1.789 -2.619 -1.644 0.131 0.078 -0.089 0.00
H -2.065 -1.501 1.394 0.278 0.134 0.134 0.02
C 0.619 3.341 -0.706 0.037 0.291 -0.016 0.00
N 1.680 2.318 -0.568 -0.420 -0.019 -0.015 0.00
B -1.867 1.312 0.939 -0.588 0.629 0.058 0.04
H 0.999 4.117 -1.360 -0.026 -0.055 -0.038 0.00
Cl -0.940 1.261 -3.317 -0.374 0.303 -0.270 0.01
H 1.871 -2.635 3.690 0.018 -0.035 -0.133 0.00
O 1.358 1.266 -0.060 0.498 -0.398 0.051 0.01
O 0.464 -0.913 1.888 0.243 -0.128 -0.144 0.01
H 2.678 -1.514 2.540 -0.044 -0.010 -0.053 0.00
H 0.425 3.722 0.294 -0.047 -0.112 0.059 0.00
O 2.109 -1.758 -2.743 -0.093 -0.078 0.062 0.00
O -2.349 1.255 -3.611 0.233 -0.043 0.080 0.00
H -2.254 0.621 0.036 -0.328 -0.461 -0.343 0.03
O 3.003 -3.045 -0.983 -0.034 -0.018 0.105 0.00
O -0.468 2.634 -3.241 -0.061 -0.225 -0.233 0.00
O -0.073 -0.848 3.977 -0.010 0.056 -0.022 0.00
Co -0.592 -0.426 -0.008 -1.120 0.234 -0.441 2.78
H -1.576 -1.878 -0.547 0.574 -0.033 -0.601 0.01
H -3.401 -1.451 -0.043 -0.150 0.071 -0.038 0.00

(5)
20
Properties=species:S:1:pos:R:3:forces:R:3:nbo_charge:R:1 method="wB97M-V/def2-TZVPD" mol_weight_g_mol=100.14 homo_energy_ev=-15.431 energy_ha=-364.8071 fmax_ha_per_bohr=0.080 de_lowest_kj_mol=148.4 homo_lumo_gap_ev=12.60 total_charge=+1
H -0.047 -0.812 0.270 0.266 0.615 -0.266 0.45
N 0.472 0.075 0.184 2.951 -1.169 -0.923 -0.52
H -0.260 0.876 -1.758 1.837 0.039 0.881 0.25
C 0.716 0.527 -1.269 -1.681 -1.604 1.098 -0.41
H 2.193 -1.190 0.638 -0.729 1.002 0.449 0.24
C 1.879 -0.120 0.838 -0.598 -1.966 0.912 -0.46
H -0.397 3.229 0.959 -0.618 -1.240 0.069 0.49
H -0.022 0.770 0.690 -0.946 1.092 0.520 0.46
H 1.721 0.019 1.967 0.656 -0.015 -1.825 0.25
H 1.586 1.115 -1.063 -0.107 1.327 -1.196 0.22
H 2.742 0.407 0.368 -1.262 0.502 0.519 0.24
O -2.004 -0.290 1.010 3.045 1.230 0.082 -0.95
O -0.903 2.372 0.920 0.236 1.920 -0.176 -0.97
O 0.315 -2.469 -1.648 -0.660 -1.161 -1.806 -0.98
H -2.577 -0.823 0.562 -2.335 -2.494 -2.271 0.47
H 0.521 -2.496 -2.635 -0.325 0.050 1.906 0.49
H -2.529 -0.002 1.709 -1.127 1.069 2.247 0.49
H -0.322 -3.225 -1.553 0.906 0.957 -0.026 0.49
H -1.779 2.669 0.607 0.443 -0.425 0.199 0.50
H 1.032 -0.405 -1.726 0.049 0.272 -0.393 0.23

(6)
21
Properties=species:S:1:pos:R:3:forces:R:3:nbo_charge:R:1 method="wB97M-V/def2-TZVPD" mol_weight_g_mol=116.14 homo_energy_ev=-14.633 energy_ha=-440.0564 fmax_ha_per_bohr=0.046 de_lowest_kj_mol=86.6 homo_lumo_gap_ev=11.90 total_charge=+1
H -1.910 -1.596 -2.186 -1.339 -0.199 -0.110 0.50
O 0.052 2.957 -2.136 0.109 -0.036 0.410 -0.97
H 0.506 0.607 0.987 -0.420 0.192 -0.439 0.46
H -3.103 -0.905 -1.175 -0.162 -0.777 -1.032 0.51
H 0.507 2.902 -2.983 -0.070 0.009 0.015 0.49
H -0.514 -0.624 0.462 0.082 0.433 -0.911 0.47
H -0.690 2.208 -0.364 -0.362 0.078 -0.209 0.50
C 1.558 -1.061 0.261 -0.893 0.206 0.052 -0.06
C 2.257 -0.420 -0.645 -0.094 -0.277 -0.739 -0.34
H 1.630 -2.080 0.611 0.424 -0.031 -0.215 0.23
H -0.729 -3.086 2.338 -0.044 -0.067 0.360 0.51
H -1.558 2.579 0.872 -0.016 0.092 -0.109 0.49
H 3.005 -0.917 -1.235 0.417 -0.222 0.276 0.24
H 0.206 -0.800 1.833 0.521 0.119 -0.677 0.47
H 0.413 3.735 -1.696 0.032 0.092 -0.254 0.48
O -2.199 -1.033 -1.468 1.692 0.969 1.322 -1.01
N 0.396 -0.399 0.876 -0.102 -0.504 1.754 -0.73
H -0.317 -2.233 3.607 -0.180 -0.416 -0.070 0.51
O -0.374 -2.246 2.645 0.155 0.289 0.043 -0.98
H 2.015 0.569 -1.010 -0.143 0.193 0.355 0.22
O -1.152 1.843 0.406 0.394 -0.143 0.176 -0.99

(7)
22
Properties=species:S:1:pos:R:3:forces:R:3:nbo_charge:R:1 method="wB97M-V/def2-TZVPD" mol_weight_g_mol=132.14 homo_energy_ev=-5.367 energy_ha=-515.6080 fmax_ha_per_bohr=0.018 de_lowest_kj_mol=11.2 homo_lumo_gap_ev=9.04 total_charge=-1
H 0.348 0.149 -1.119 -0.145 -0.229 0.180 0.22
H 1.352 -1.108 1.464 -0.291 0.096 0.412 0.51
H -0.690 1.090 1.036 -0.235 -0.058 -0.054 0.18
H 2.706 0.512 1.437 0.003 -0.146 0.036 0.44
H -2.545 0.619 -0.912 0.014 -0.131 0.051 0.35
O -3.139 -1.157 1.080 0.082 -0.160 -0.055 -1.00
C -0.549 0.766 -1.110 -0.290 0.029 -0.287 -0.24
H -1.345 2.412 -0.032 -0.176 -0.205 0.361 0.14
H -2.029 -0.295 -2.103 0.237 -0.229 0.055 0.35
H -0.494 1.412 -1.996 0.106 0.037 0.088 0.15
C -0.550 1.667 0.118 0.608 0.525 -0.504 -0.07
O 0.911 -1.951 1.834 0.327 0.037 -0.581 -1.02
O 0.655 2.406 0.180 -0.069 -0.197 0.181 -0.78
O 1.987 0.234 0.861 0.264 0.249 -0.055 -1.24
H 1.185 -2.583 1.157 -0.144 -0.104 0.251 0.44
H 2.237 -1.648 -1.473 0.004 0.216 0.243 0.44
O 2.945 -1.029 -1.270 0.280 -0.091 -0.331 -1.02
H 1.323 1.720 0.484 -0.123 -0.113 -0.161 0.52
H -2.637 -1.761 1.641 0.043 0.222 -0.156 0.47
H -2.531 -0.924 0.340 -0.070 -0.190 0.291 0.50
N -1.801 -0.041 -1.146 -0.078 0.597 -0.066 -0.85
H 2.662 -0.490 -0.471 -0.348 -0.157 0.101 0.52

(8)
22
Properties=species:S:1:pos:R:3:forces:R:3:nbo_charge:R:1 method="wB97M-V/def2-TZVPD" mol_weight_g_mol=132.14 homo_energy_ev=-5.238 energy_ha=-515.5710 fmax_ha_per_bohr=0.054 de_lowest_kj_mol=108.3 homo_lumo_gap_ev=8.84 total_charge=-1
H -2.124 -3.042 -1.051 -0.175 0.140 0.461 0.35
H 1.591 -0.211 -1.374 0.737 0.205 0.327 0.50
O 2.160 -0.713 -0.742 -0.802 -0.436 -0.320 -0.98
C -2.131 -1.094 -0.178 -1.773 0.138 -1.226 -0.26
O 1.003 1.652 -1.669 0.490 -0.094 -0.055 -1.14
H 1.046 1.725 -0.445 -1.154 -0.069 -0.882 0.49
H 3.649 1.955 -0.430 -0.186 -0.150 -0.196 0.46
H 1.753 -0.460 0.095 0.130 -0.059 0.055 0.46
H 2.596 1.254 0.457 0.727 0.754 0.122 0.50
H 0.191 1.185 -1.886 -0.209 0.241 0.095 0.43
H -1.896 -0.193 -0.748 0.359 0.328 0.553 0.21
H -2.623 -1.034 2.036 -0.364 -0.283 -0.609 0.17
H 0.700 2.513 1.092 0.111 0.022 0.040 0.46
O 0.814 1.636 0.723 0.075 -0.524 0.424 -1.13
H -3.226 -1.133 -0.306 0.156 -0.106 0.109 0.17
O -1.433 0.489 1.566 -0.418 -0.082 -0.297 -0.79
O 3.510 1.628 0.460 0.122 -0.121 0.365 -0.99
C -1.833 -0.863 1.299 2.362 0.881 1.155 -0.09
H -0.967 -1.446 1.674 -0.412 -0.570 -0.542 0.15
H -0.646 -2.400 -0.750 0.085 0.019 -0.137 0.36
H -0.533 0.731 1.184 -0.509 0.023 0.089 0.52
N -1.601 -2.180 -1.005 0.648 -0.259 0.469 -0.85

(9)
22
Properties=species:S:1:pos:R:3:forces:R:3:mulliken_spin:R:1 method="wB97M-V/def2-TZVPD" mol_weight_g_mol=132.14 homo_energy_ev="-9.676 / -9.620" energy_ha=-515.3779 multiplicity=2 fmax_ha_per_bohr=0.106 de_lowest_kj_mol=192.0 homo_lumo_gap_ev="10.14 / 5.82" total_charge=0
H -3.935 5.121 -1.294 -0.646 0.351 -0.340 0.00
O 2.502 6.480 -0.153 -0.717 -1.306 -2.487 0.00
O 2.043 -0.328 0.971 -3.023 -1.572 -0.542 0.14
H 1.679 -1.219 0.510 1.191 2.750 0.894 -0.02
C -0.913 -2.613 1.343 -3.432 -0.170 -4.241 0.00
H 0.235 -4.106 0.295 1.103 1.974 0.839 0.12
H 2.265 6.508 0.756 -0.548 -0.211 1.073 0.00
H -1.827 -3.331 1.172 2.153 0.709 0.175 0.00
H -5.367 4.759 -1.651 -0.490 -0.483 0.002 0.00
H 2.454 -2.405 -2.324 -0.211 -0.305 -0.438 0.00
H -0.949 -2.399 2.317 0.616 0.157 4.113 0.01
H 1.905 5.814 -0.629 1.269 1.514 1.415 0.00
O 0.971 -2.189 -0.165 -1.104 -1.342 0.257 0.65
H -0.663 -0.660 0.975 -0.228 0.427 -0.738 0.00
H -1.706 -1.396 -0.162 0.130 0.172 -1.067 0.00
N -1.358 -1.359 0.759 -0.142 0.093 1.769 0.01
O 1.670 -2.912 -2.604 -1.501 0.830 3.129 0.06
C 0.424 -3.016 0.783 1.552 -2.263 0.194 -0.01
H 2.960 -0.424 0.930 2.421 -0.157 -0.067 0.00
H 1.274 -3.065 1.582 -1.405 -0.679 -0.995 0.05
O -4.752 5.481 -1.695 1.135 0.130 0.338 0.00
H 1.088 -2.742 -1.715 1.878 -0.620 -3.284 -0.01

(10)
22
Properties=species:S:1:pos:R:3:forces:R:3:mulliken_spin:R:1 method="wB97M-V/def2-TZVPD" mol_weight_g_mol=166.26 homo_energy_ev="0.385 / -5.128" energy_ha=-1181.8643 multiplicity=2 fmax_ha_per_bohr=0.053 de_lowest_kj_mol=234.1 homo_lumo_gap_ev="2.52 / 7.97" total_charge=-1
C 0.424 -2.947 -1.973 -0.679 -0.805 0.753 0.02
H 0.482 -1.631 -3.503 0.509 0.346 0.049 -0.08
H -1.884 2.902 2.510 0.312 -1.701 -0.451 -0.03
H 0.014 2.488 0.916 0.577 0.173 0.517 0.02
O -0.091 2.849 1.821 -0.760 0.264 0.001 0.26
H 0.167 2.659 -2.590 -0.586 0.404 -0.017 -0.19
O -2.632 2.439 2.966 0.612 2.284 -0.023 0.21
H 2.174 -0.356 2.774 -0.014 -0.246 -0.098 -0.12
C 0.530 -1.508 -2.400 0.563 -0.338 -2.663 0.47
H -0.357 -3.491 -2.535 -0.148 0.420 0.497 -0.02
O 1.503 -0.855 2.283 -0.075 0.658 0.198 0.25
H -0.314 -0.836 -2.308 -0.247 -0.142 1.119 -0.01
H 0.910 -0.126 2.017 0.062 -0.399 -0.138 0.00
H 0.737 2.892 2.320 0.214 -0.300 -0.617 -0.12
O 0.079 2.836 -1.635 0.761 -0.619 -0.695 0.61
H 0.855 2.285 -1.388 -0.177 0.234 0.794 -0.08
H 1.477 -1.007 -2.191 -0.284 -0.093 0.398 -0.22
H -2.850 3.290 3.392 -0.959 -0.748 0.534 -0.02
S -1.455 -2.357 0.280 -0.804 0.410 0.123 0.06
S 0.338 -3.221 -0.198 0.591 -0.604 0.289 0.02
H -1.385 -2.694 1.580 0.091 0.053 -0.133 -0.01
H 1.280 -3.612 -2.140 0.439 0.750 -0.436 0.00